[1]
DFT (ωB97M-V/def2-TZVPD) results for C38H32N6O12S2V as an isolated structure.

Last column: Mulliken spin population.
Cartesian coordinates (Å):
V 0.4287 -0.4786 0.5542  2.73
O 3.3060 -2.3345 2.7673  0.01
C 2.7366 -1.8965 1.7724  -0.02
O 1.9224 -0.9134 1.7825  -0.02
C 3.0961 -2.5421 0.4221  0.05
C 4.2293 -3.3178 0.4270  0.00
C 4.6963 -3.9049 -0.7481  0.00
C 4.0611 -3.7014 -1.9532  0.00
C 2.9078 -2.9394 -1.9770  0.02
C 2.3443 -2.3434 -0.7968  0.00
O 1.2492 -1.7015 -0.8002  -0.17
N 2.3471 -2.7425 -3.3210  0.00
O 1.2638 -2.2041 -3.4624  0.00
O 3.0378 -3.0910 -4.2686  0.00
N 5.8886 -4.7416 -0.7206  0.00
O 6.4890 -4.8609 0.3414  0.00
O 6.2499 -5.2811 -1.7624  0.00
H 4.7443 -3.4541 1.3660  0.00
H 4.4509 -4.1223 -2.8683  0.00
C -7.1163 2.6468 1.3840  0.00
C -5.6255 2.5128 1.5328  0.00
C -4.9639 1.3711 1.0992  0.00
C -3.5903 1.2387 1.2450  0.00
C -2.8619 2.2588 1.8341  0.01
C -3.5076 3.4036 2.2796  0.00
C -4.8788 3.5261 2.1251  0.00
S -1.0739 2.1913 1.9039  0.01
O -0.6891 2.8787 3.1179  0.00
O -0.6391 2.7842 0.6637  0.01
N -0.7420 0.6348 1.9063  -0.02
C -1.2732 -0.1827 2.9311  -0.05
C -1.9118 0.2638 4.0764  0.06
C -2.3567 -0.6483 5.0365  -0.03
C -2.1569 -2.0010 4.8801  0.05
C -1.5200 -2.4911 3.7263  -0.06
C -1.2614 -3.8693 3.5099  0.19
C -0.6405 -4.2417 2.3364  -0.08
C -0.3036 -3.2945 1.3867  0.20
N -0.5412 -1.9805 1.5476  -0.09
C -1.1174 -1.5802 2.7221  0.07
H -7.5097 1.8968 0.6997  0.00
H -7.3893 3.6307 1.0007  0.00
H -7.6237 2.5181 2.3420  0.00
H -5.5257 0.5659 0.6436  0.00
H -3.0879 0.3379 0.9178  0.02
H -2.9279 4.1860 2.7476  0.00
H -5.3791 4.4229 2.4710  0.00
H -2.0222 1.3201 4.2622  0.01
H -2.8424 -0.2742 5.9293  0.00
H -2.4744 -2.7026 5.6418  0.00
H -1.5253 -4.5927 4.2696  0.02
H -0.3927 -5.2792 2.1468  0.00
H 0.1863 -3.5676 0.4597  0.02
C 3.8558 6.8479 -2.7479  0.00
C 3.6548 5.4284 -2.2972  0.00
C 3.2763 5.1423 -0.9877  0.00
C 3.1037 3.8346 -0.5643  0.00
C 3.3052 2.7927 -1.4582  0.00
C 3.6895 3.0568 -2.7606  0.00
C 3.8619 4.3695 -3.1724  0.00
S 3.0286 1.1270 -0.8800  0.00
O 3.3701 0.2752 -2.0003  0.00
O 3.7777 0.9940 0.3357  0.00
N 1.4763 1.1075 -0.5067  0.02
C 0.4594 1.1567 -1.4497  -0.03
C 0.4031 1.9156 -2.6257  -0.04
C -0.7780 1.9442 -3.3327  0.02
C -1.8809 1.2139 -2.8986  -0.01
C -1.7307 0.4422 -1.7644  0.02
N -0.5973 0.4079 -1.0778  0.02
H 3.4434 7.5506 -2.0248  0.00
H 3.3730 7.0302 -3.7099  0.00
H 4.9166 7.0803 -2.8677  0.00
H 3.1040 5.9553 -0.2923  0.00
H 2.7965 3.6136 0.4475  0.00
H 3.8492 2.2272 -3.4345  0.00
H 4.1563 4.5741 -4.1959  0.00
H 1.2588 2.4854 -2.9467  0.00
H -0.8453 2.5475 -4.2308  0.00
H -2.8234 1.2318 -3.4260  0.00
H -2.5194 -0.1995 -1.3884  0.00
C -1.5528 -2.9912 -2.1987  -0.01
C -2.3817 -3.2950 -0.9912  0.01
C -2.5662 -4.7513 -0.6349  0.00
O -2.8499 -2.4181 -0.2945  0.01
H -1.2908 -3.8832 -2.7651  0.00
H -0.6313 -2.5104 -1.8741  0.04
H -2.0807 -2.2892 -2.8409  0.00
H -3.0305 -5.2758 -1.4725  0.00
H -3.1705 -4.8400 0.2647  0.00
H -1.5950 -5.2105 -0.4654  0.00

- multiplicity = 4
- <S²> = 3.7920
- charge = -2
- energy relative to the best compared isomer or geometry (same formula, charge and spin) (eV) = 0.522
- LUMO (spin up / spin down) (eV) = 3.9 / 3.9

[2]
DFT (ωB97M-V/def2-TZVPD) results for C38H32O2RuS4 as an isolated structure.

Last column: Löwdin charge in e.
Cartesian coordinates (Å):
Ru 1.5638 -0.7355 0.9629  0.50
C 5.4093 -3.1104 1.9695  -0.09
C 4.0789 -2.4341 1.9536  -0.69
S 3.6738 -1.5012 0.6665  0.89
C 3.1308 -2.6179 3.0439  -0.69
C 3.4946 -3.3904 4.2735  -0.08
S 1.6181 -2.0006 2.9046  0.88
H 5.9451 -2.9433 1.0388  0.08
H 5.2878 -4.1843 2.1258  0.11
H 6.0178 -2.7290 2.7933  0.11
H 4.5555 -3.6179 4.3198  0.08
H 2.9406 -4.3307 4.3028  0.11
H 3.2151 -2.8305 5.1656  0.10
C -6.3055 -3.4628 -0.2069  -0.03
C -4.8886 -2.9719 -0.1911  -0.23
C -4.6067 -1.6245 0.0526  0.00
C -3.3069 -1.1581 0.0943  -0.05
C -2.2803 -2.0725 -0.1064  -0.37
C -2.5163 -3.4188 -0.3411  -0.06
C -3.8287 -3.8565 -0.3883  -0.01
S -0.6242 -1.4735 -0.1338  1.04
O -0.5583 -0.3464 0.8945  -0.57
C -0.3890 -0.8607 -1.7901  -0.32
C -0.1196 -1.9134 -2.6947  -0.07
C 0.1372 -1.6241 -3.9991  0.01
C 0.1764 -0.2823 -4.4461  -0.14
C 0.4697 0.0259 -5.7950  -0.01
C 0.5282 1.3234 -6.2114  -0.04
C 0.2994 2.3721 -5.2962  -0.03
C 0.0110 2.1079 -3.9883  0.00
C -0.0622 0.7701 -3.5249  -0.09
C -0.3706 0.4588 -2.1629  -0.15
C -0.6274 1.6072 -1.2421  -0.15
C -1.8777 2.2804 -1.2842  -0.11
C -2.9572 1.8005 -2.0696  -0.01
C -4.1490 2.4648 -2.0800  -0.04
C -4.3220 3.6413 -1.3176  -0.04
C -3.2979 4.1315 -0.5604  -0.01
C -2.0491 3.4667 -0.5246  -0.13
C -0.9669 3.9782 0.2343  0.01
C 0.2266 3.3236 0.2796  -0.04
C 0.3739 2.1239 -0.4512  -0.29
S 1.8419 1.1556 -0.2714  0.87
O 2.9312 1.4831 -1.1755  -0.36
C 2.2794 1.3603 1.4423  -0.47
C 3.6502 1.5442 1.7681  -0.07
C 4.0224 1.6127 3.0776  0.00
C 3.0707 1.5020 4.1234  -0.23
C 3.5141 1.6262 5.5473  -0.02
C 1.7375 1.3327 3.8041  -0.03
C 1.3182 1.2794 2.4712  -0.12
H -6.9921 -2.6820 -0.5289  0.09
H -6.6043 -3.7724 0.7967  0.10
H -6.4200 -4.3224 -0.8647  0.09
H -5.4225 -0.9305 0.2108  0.13
H -3.0932 -0.1140 0.2843  0.11
H -1.6989 -4.1157 -0.4783  0.12
H -4.0336 -4.9032 -0.5719  0.13
H -0.1199 -2.9413 -2.3510  0.11
H 0.3339 -2.4204 -4.7054  0.13
H 0.6482 -0.7861 -6.4882  0.12
H 0.7530 1.5545 -7.2437  0.12
H 0.3544 3.3970 -5.6374  0.12
H -0.1594 2.9268 -3.3030  0.12
H -2.8266 0.9050 -2.6640  0.13
H -4.9677 2.0968 -2.6838  0.12
H -5.2715 4.1586 -1.3444  0.12
H -3.4241 5.0386 0.0168  0.12
H -1.1001 4.9044 0.7785  0.13
H 1.0525 3.7158 0.8580  0.13
H 4.3678 1.6472 0.9622  0.13
H 5.0628 1.7742 3.3309  0.13
H 4.5187 1.2305 5.6888  0.09
H 2.8297 1.1228 6.2273  0.09
H 3.5411 2.6819 5.8287  0.11
H 0.9942 1.2728 4.5885  0.13
H 0.2618 1.2798 2.2362  0.11

- charge = +2
- LUMO (eV) = -8.0

[3]
DFT (ωB97M-V/def2-TZVPD) results for C38H33Br5LuN5O6Se2 as an isolated structure.

Last column: Löwdin charge in e.
Cartesian coordinates (Å):
Lu 3.9808 -20.0404 10.7478  1.28
O 2.0612 -21.1598 5.9240  -0.01
C 2.6502 -22.3130 6.3516  -0.28
C 3.0488 -23.2512 5.3913  -0.03
C 3.4966 -24.5069 5.7433  -0.11
C 3.5326 -24.8433 7.0824  -0.10
C 3.1137 -23.9314 8.0570  -0.03
C 2.6710 -22.6630 7.7154  -0.08
C 2.0202 -21.7593 8.7841  -0.47
O 2.7720 -21.5211 9.9036  -0.37
N 0.7758 -22.3011 9.1821  -0.04
N 0.0988 -21.5507 10.0671  0.04
C -0.3067 -22.0176 11.1950  -0.19
C -0.4729 -21.0186 12.2363  -0.51
Br 1.2961 -20.4991 12.9820  0.73
C -1.5397 -20.3736 12.7813  -0.11
C -2.9250 -20.4827 12.3668  -0.22
C -3.9642 -20.8250 13.2576  -0.05
C -5.2432 -21.0172 12.7991  -0.10
C -5.5691 -20.8741 11.4265  -0.11
C -4.5649 -20.5986 10.5477  -0.10
C -3.2390 -20.4250 10.9940  -0.01
H 2.6038 -20.3845 6.2703  0.05
H 2.9740 -22.9371 4.3813  0.10
H 3.7940 -25.2111 4.9643  0.10
H 3.9190 -25.8256 7.3531  0.09
H 3.1846 -24.1487 9.1241  0.11
H 1.7406 -20.8039 8.2624  0.14
H 0.2196 -22.6441 8.3879  0.15
H -0.5083 -23.0762 11.4192  0.13
H -1.3716 -19.9245 13.7608  0.10
H -3.7149 -21.0207 14.3036  0.11
H -5.9838 -21.3359 13.5229  0.09
H -6.5770 -21.0032 11.0860  0.09
H -4.8126 -20.5613 9.4860  0.10
H -2.4671 -20.3631 10.2116  0.12
O 4.1616 -13.5837 10.5402  -0.09
C 3.3739 -13.9037 11.6779  -0.24
C 3.2794 -15.4499 11.7394  -0.61
C 2.4103 -15.7843 12.9606  -0.31
O 2.8086 -15.1061 14.1905  -0.12
C 4.6716 -16.0887 11.8503  -0.57
Se 4.7602 -17.8721 12.6402  0.35
C 2.5234 -15.9339 10.5022  -0.50
Se 1.8170 -17.8389 10.7337  0.32
H 3.9450 -12.7135 10.1021  0.11
H 2.3253 -13.4920 11.6834  0.13
H 3.8238 -13.5257 12.6201  0.11
H 2.3218 -16.8756 13.1534  0.02
H 1.3968 -15.3893 12.7177  0.12
H 3.6041 -15.5679 14.5052  0.06
H 5.3287 -15.5691 12.5866  0.04
H 5.1491 -16.0640 10.8833  0.05
H 3.0755 -15.9262 9.5591  0.05
H 1.5684 -15.4242 10.3871  0.03
Br 7.6664 -22.7663 5.3590  0.63
C 6.6231 -21.5739 6.4048  -0.75
C 5.8027 -20.5923 5.7497  -0.76
Br 5.7071 -20.5597 3.8668  0.65
C 4.9687 -19.7492 6.5053  -0.63
Br 3.9448 -18.2917 5.7473  0.74
C 5.0047 -19.8948 7.9055  -0.37
O 4.1706 -19.2192 8.7392  -0.32
C 5.9291 -20.7814 8.5592  -0.41
O 5.9112 -20.7189 9.8730  -0.28
C 6.7185 -21.6583 7.7892  -0.66
Br 7.8805 -22.8328 8.7292  0.69
C 7.0265 -22.2156 13.5399  -0.02
C 6.3405 -21.4786 12.5811  -0.09
N 4.9655 -21.5149 12.4130  -0.01
C 4.2995 -22.5002 13.0707  -0.05
C 4.8804 -23.3342 14.0655  -0.21
C 6.2697 -23.2047 14.2191  -0.02
C 4.1285 -24.2730 14.8656  -0.04
C 2.7538 -24.4982 14.9270  -0.03
C 1.7687 -23.5506 15.4593  -0.29
C 1.9957 -22.2637 16.0140  -0.03
C 0.8727 -21.6057 16.4864  -0.17
N -0.3742 -22.0581 16.4108  0.07
C -0.4483 -23.2756 15.9192  -0.25
N 0.5087 -23.9952 15.3702  0.10
H 8.0736 -22.0817 13.6942  0.10
H 6.8926 -20.8477 11.8827  0.10
H 3.2789 -22.6550 12.7909  0.08
H 6.7426 -23.8768 14.9491  0.11
H 4.8183 -24.8098 15.5226  0.10
H 2.2932 -25.4180 14.5566  0.11
H 2.9484 -21.7618 15.9791  0.11
H 0.9406 -20.6254 16.9563  0.11
H -1.4750 -23.6809 15.8677  0.11

- charge = -2
- energy relative to the best compared isomer or geometry (same formula, charge and spin) (eV) = 3.665
- LUMO (spin up / spin down) (eV) = 1.9 / 1.9

[4]
DFT (ωB97M-V/def2-TZVPD) results for C38H33Cl3N5O4P2PbSe3Si as an isolated structure.

Last column: Löwdin charge in e.
Cartesian coordinates (Å):
Pb 14.6969 11.7437 16.0240  1.53
O 13.9381 11.4348 18.3217  -0.21
C 13.2952 12.1160 19.0830  -0.23
C 12.6194 13.3088 18.7851  -0.14
C 11.8713 13.8766 19.8086  0.03
C 11.0889 14.9638 19.5775  -0.14
C 11.1345 15.6346 18.2957  0.05
C 11.9270 15.1455 17.2737  0.01
C 12.6255 13.9485 17.5072  -0.32
O 13.3982 13.5481 16.5062  -0.30
N 10.1467 15.4366 20.5898  -0.37
O 9.2156 16.1135 20.1775  0.08
O 10.3147 15.1493 21.7436  0.10
H 13.2813 11.7112 20.1606  0.17
H 11.9193 13.5877 20.8713  0.15
H 10.5998 16.5586 18.2363  0.12
H 12.1402 15.6666 16.3569  0.13
Se 11.9701 14.3655 9.8329  0.30
P 11.0874 13.0147 11.1566  0.47
C 9.9406 11.7568 10.4053  -0.33
C 8.5872 11.5886 10.8009  -0.09
C 7.7524 10.7506 10.0720  -0.07
C 8.2436 10.0439 8.9737  -0.07
C 9.5808 10.1795 8.6576  -0.09
C 10.4213 11.0315 9.3467  -0.13
C 10.0272 13.8596 12.3232  -0.36
C 8.8629 14.5407 11.8466  -0.09
C 8.0313 15.2218 12.7321  -0.06
C 8.3337 15.2316 14.0764  -0.08
C 9.4837 14.6291 14.5406  -0.08
C 10.3569 13.9195 13.6916  -0.06
C 12.1433 11.9915 12.2954  -0.40
C 11.8967 10.9908 13.2677  -0.43
N 12.9758 10.8914 14.0574  -0.08
N 13.7978 11.8932 13.6258  -0.19
N 13.2724 12.5481 12.6277  0.02
P 10.4934 9.9612 13.7577  0.82
Se 11.1589 8.1960 14.9205  0.44
C 9.4864 11.0112 14.7812  -0.36
C 8.1744 11.2009 14.4189  -0.09
C 7.3547 11.9990 15.1929  -0.05
C 7.8245 12.5426 16.3624  -0.06
C 9.1210 12.2948 16.7739  -0.07
C 9.9724 11.6589 15.8958  -0.11
C 9.6842 8.9360 12.4830  -0.40
C 8.4377 8.2770 12.7251  -0.10
C 8.0247 7.2200 11.9971  -0.07
C 8.9231 6.7815 11.0318  -0.07
C 10.0960 7.4612 10.7352  -0.05
C 10.4696 8.6509 11.4118  -0.12
H 8.1486 12.1658 11.6474  0.10
H 6.7288 10.6807 10.4426  0.11
H 7.5701 9.4106 8.4151  0.11
H 9.9943 9.5018 7.8662  0.13
H 11.4290 11.0871 8.9929  0.11
H 8.6431 14.3740 10.7989  0.11
H 7.1313 15.6559 12.3006  0.11
H 7.7136 15.6149 14.8577  0.11
H 9.7326 14.7214 15.5769  0.08
H 11.2483 13.4317 14.0684  0.09
H 7.7675 10.7444 13.5187  0.09
H 6.3402 12.0487 14.8535  0.12
H 7.1140 12.9964 17.0647  0.13
H 9.5159 12.7109 17.6674  0.10
H 11.0537 11.6472 16.0644  0.09
H 7.7890 8.7220 13.4905  0.11
H 7.1060 6.6547 12.1377  0.12
H 8.6097 5.8934 10.3716  0.14
H 10.6399 7.1678 9.8255  0.12
H 11.3775 9.1819 11.1758  0.08
Cl 15.9057 10.4873 11.1285  0.64
C 15.7044 9.0087 12.0808  -1.61
Cl 17.0230 7.9061 11.7691  0.66
Cl 14.1499 8.2283 11.7005  0.62
C 15.6550 9.3358 13.5426  -0.36
N 15.6140 9.5516 14.6648  0.09
C 10.0390 6.8239 18.2154  -0.23
Si 10.9274 8.4377 18.6416  0.22
C 9.5640 9.5600 19.0421  -0.20
C 12.2152 8.1807 19.9218  -0.21
Se 12.3872 8.8791 16.8071  0.30
H 9.3876 6.5813 19.0693  0.05
H 10.7108 6.0398 17.8620  0.03
H 9.3270 7.1093 17.3664  0.04
H 9.1055 9.2782 20.0989  0.11
H 8.7553 9.3452 18.3651  0.03
H 9.8571 10.5296 19.2313  -0.02
H 12.0701 8.5931 20.9203  0.05
H 13.1763 8.4591 19.5753  0.00
H 12.0642 7.1032 19.9734  0.04

- charge = +1
- energy relative to the best compared isomer or geometry (same formula, charge and spin) (eV) = 0.491
- LUMO (eV) = -3.3

[5]
DFT (ωB97M-V/def2-TZVPD) results for C38H33F9N6O3OsP as an isolated structure.

Last column: Mulliken spin population.
Cartesian coordinates (Å):
Os 11.6710 12.0499 11.6274  2.03
N 12.3385 9.5454 13.1104  0.02
P 12.5915 11.1882 13.5107  0.24
C 12.1319 11.2956 15.2791  -0.01
C 10.8808 11.7522 15.7927  0.00
C 10.5906 11.9879 17.0788  0.00
C 11.5349 11.6388 18.0654  0.00
C 12.7344 11.0466 17.6686  0.00
C 13.0387 10.9409 16.2854  0.00
C 14.3401 11.2761 13.5496  0.00
C 15.0650 12.2975 14.2601  0.01
C 16.4120 12.1769 14.4682  0.00
C 17.0281 11.0442 13.7876  0.01
C 16.3536 10.1654 13.0125  0.00
C 15.0187 10.3237 12.7696  0.01
C 11.2210 9.2622 12.4412  0.06
C 10.6279 7.9326 12.4098  -0.02
C 9.4247 7.7397 11.8078  0.02
C 8.8097 8.8168 11.1319  0.00
C 9.3556 10.0926 11.2359  0.01
N 10.6419 10.2817 11.7692  0.03
H 12.7575 8.8582 13.7311  -0.01
H 10.0518 11.8529 15.0176  0.01
H 9.5859 12.3900 17.3668  0.00
H 11.3201 11.7922 19.1245  0.00
H 13.5473 10.7843 18.3076  0.00
H 13.9538 10.4252 15.9740  0.00
H 14.5268 13.1877 14.6591  0.00
H 17.0058 12.8745 14.9960  0.00
H 18.0988 10.9499 13.9153  0.00
H 16.8731 9.3619 12.5601  0.00
H 14.5231 9.7193 12.0111  0.01
H 11.0157 7.1266 13.0493  0.00
H 9.0259 6.7109 11.8947  0.00
H 7.8525 8.6772 10.7098  0.00
H 8.8533 10.9618 10.7858  0.01
F 13.9033 11.1057 9.9131  0.01
C 13.0536 10.7031 8.9265  0.12
F 13.6919 10.1769 7.9271  0.00
F 12.2826 9.7826 9.5255  0.01
C 12.1757 11.9336 8.5505  -0.04
O 11.6179 12.5123 9.6579  0.17
C 11.0031 11.4376 7.6366  0.01
F 11.3517 10.4511 6.7507  0.00
F 10.0676 10.8967 8.4844  0.00
F 10.4132 12.4204 6.9655  0.00
C 12.8941 12.8827 7.6145  -0.01
F 13.0276 12.3979 6.3965  0.00
F 14.1416 13.1407 8.0649  0.00
F 12.3711 14.1232 7.5355  0.00
C 15.8495 16.7106 9.1939  0.00
N 15.4214 15.6867 10.1817  -0.02
N 13.9898 15.5766 10.5876  0.16
C 13.8110 14.3004 11.1022  0.06
O 12.7267 14.0084 11.7026  0.12
C 15.0065 13.5674 10.8708  0.00
C 15.9469 14.4754 10.4024  0.01
C 17.3518 14.1616 9.9908  0.00
C 13.2980 16.7412 10.9877  0.31
C 13.9949 17.9190 11.4706  0.03
C 13.3626 19.1268 11.4466  0.06
C 12.0472 19.2126 10.9171  0.22
C 11.3491 18.1154 10.5738  0.00
C 11.9245 16.8269 10.7068  0.12
H 15.5719 16.4788 8.1018  0.00
H 16.9378 16.8073 9.2754  0.00
H 15.3542 17.6791 9.3901  0.00
H 15.1317 12.4992 10.9903  0.01
H 17.3154 13.6058 9.0100  0.00
H 17.7483 13.5681 10.7905  0.00
H 17.8805 15.1445 9.8701  0.00
H 15.0332 17.8608 11.7360  0.00
H 13.8525 19.9625 11.9277  0.00
H 11.6180 20.2059 10.8824  0.00
H 10.3851 18.1543 10.1425  0.00
H 11.4728 15.8905 10.3117  0.04
N 6.3247 16.4747 13.3126  0.00
C 6.3023 15.6050 12.3093  0.00
O 5.4006 15.5165 11.4742  0.00
C 7.5804 14.7189 12.2349  0.01
C 7.8956 14.1704 10.9912  0.00
C 9.1492 13.6861 10.7504  0.00
N 10.0755 13.5272 11.7060  0.07
C 9.7818 13.9961 12.9550  0.04
C 8.5304 14.5773 13.2191  0.01
H 5.5613 17.1421 13.4217  0.00
H 6.9973 16.5511 14.0714  0.00
H 7.2581 14.2815 10.1176  0.00
H 9.4089 13.4094 9.7419  0.02
H 10.5829 13.9031 13.6999  0.02
H 8.3756 15.1008 14.1684  0.00

- multiplicity = 5
- <S²> = 6.0310
- charge = +3
- energy relative to the best compared isomer or geometry (same formula, charge and spin) (eV) = 0.000
- LUMO (spin up / spin down) (eV) = -8.3 / -12.2

Ordered maximum force results: 0.0250; 0.0055; 0.0983; 0.0698; 0.0906; unit hartree/bohr.